Entry 1:
Entry from the Open Molecules 2025 dataset: CH18Na5O16S as an isolated structure in a non-equilibrium geometry (ωB97M-V with the def2-TZVPD basis set).

HOMO: -6.950 eV
max |F|: 0.0894 hartree/bohr
net charge: +1
E_LUMO: -5.08 eV

Last column: Löwdin charge in e.
Geometry (Å):
Na: -3.457 3.601 2.335  0.8643
Na: 2.366 5.135 -3.341  0.8305
Na: -6.333 -0.449 -1.524  0.7105
Na: -2.114 -2.185 -6.099  0.8503
Na: -3.681 4.031 -3.699  0.4610
C: -8.284 4.447 0.712  -1.0583
O: -7.966 4.804 1.817  0.1110
O: -9.456 4.778 0.310  0.0734
O: -7.416 4.070 -0.078  0.0189
S: -0.142 -0.157 -1.047  0.0472
O: 0.912 0.729 -1.569  -0.4892
O: -0.223 -1.377 -1.840  -0.4688
O: 0.225 -0.606 0.311  -0.4717
O: -1.422 0.513 -0.979  -0.4955
O: 5.751 2.314 -1.427  -0.0517
H: 4.860 1.965 -1.419  0.0278
H: 5.827 2.797 -0.603  0.0278
O: 1.598 0.371 -6.434  -0.0516
H: 1.807 0.526 -5.513  0.0369
H: 1.312 1.223 -6.762  0.0192
O: 5.785 -1.621 2.111  -0.0558
H: 4.855 -1.727 2.310  0.0269
H: 6.234 -2.141 2.778  0.0292
O: -2.710 -0.525 4.150  -0.0536
H: -2.234 -0.111 4.870  0.0253
H: -2.045 -0.680 3.479  0.0330
O: -2.397 -5.955 -2.115  -0.0487
H: -3.274 -5.586 -2.222  0.0184
H: -1.823 -5.193 -2.041  0.0315
O: 1.479 3.827 2.626  -0.0568
H: 2.219 4.150 2.111  0.0262
H: 1.555 2.873 2.583  0.0345
O: 0.061 -5.162 3.029  -0.0550
H: 0.092 -4.266 2.695  0.0276
H: -0.049 -5.705 2.248  0.0269
O: 2.230 -0.323 5.109  -0.0480
H: 1.877 0.479 5.493  0.0228
H: 1.871 -0.342 4.222  0.0250
O: 4.225 -3.004 -2.496  -0.0580
H: 4.603 -2.529 -1.757  0.0272
H: 3.281 -2.989 -2.335  0.0295

---

Entry 2:
Entry from the Open Molecules 2025 dataset: a 8-piece molecular cluster, CH18O7 overall in a non-equilibrium geometry (ωB97M-V with the def2-TZVPD basis set).

HOMO: -10.940 eV
max |F|: 0.0319 hartree/bohr
net charge: 0
E_LUMO: 0.40 eV

Last column: Löwdin charge in e.
Geometry (Å):
C: 0.169 -2.086 -3.062  -0.0609
H: -0.362 -1.917 -3.987  0.0136
H: 1.185 -1.728 -3.235  0.0159
H: 0.237 -3.166 -2.927  0.0134
H: -0.204 -1.835 -2.072  0.0014
O: -0.706 -0.551 0.797  -0.0493
H: -0.404 0.019 1.515  -0.0087
H: 0.076 -1.034 0.542  -0.0028
O: -3.474 1.120 -0.940  -0.0749
H: -4.151 0.503 -0.638  0.0320
H: -2.763 0.479 -0.740  0.0222
O: 1.771 -2.465 -0.620  -0.0470
H: 1.516 -2.623 0.292  0.0410
H: 2.576 -2.878 -0.919  0.0431
O: 1.193 1.639 -1.202  -0.0244
H: 0.417 1.272 -1.600  0.0319
H: 1.731 1.796 -1.977  0.0500
O: -0.558 0.451 3.800  -0.0581
H: -1.248 -0.211 3.874  0.0421
H: -0.937 1.333 3.946  0.0410
O: -0.531 2.812 1.899  -0.0462
H: -0.049 2.726 1.050  0.0381
H: -1.091 3.560 1.724  0.0344
O: 2.182 0.709 1.371  -0.0646
H: 1.774 0.730 2.248  0.0267
H: 1.651 1.348 0.862  -0.0097

---

Entry 3:
Entry from the Open Molecules 2025 dataset: a 7-piece molecular cluster, CH18O7 overall in a non-equilibrium geometry (ωB97M-V with the def2-TZVPD basis set).

HOMO: -16.087 eV
max |F|: 0.0452 hartree/bohr
net charge: +2
E_LUMO: -8.50 eV

Last column: Löwdin charge in e.
Geometry (Å):
O: 0.551 3.332 0.028  0.2608
H: 0.268 2.305 -0.035  0.1113
H: 1.432 3.435 0.448  0.1899
H: 0.600 3.741 -0.859  0.1780
O: -2.144 1.450 -1.651  0.2327
H: -2.691 0.660 -1.845  0.1816
H: -1.252 1.243 -1.059  0.0892
H: -1.894 1.809 -2.525  0.1715
O: 2.013 -0.285 -1.521  0.2839
H: 1.098 -0.109 -1.063  0.1371
H: 2.652 0.330 -1.097  0.1887
H: 1.942 0.035 -2.448  0.1896
C: -0.456 0.359 1.141  -0.1329
O: -0.188 0.808 -0.184  -0.3633
H: -1.052 -0.552 1.226  0.0705
H: 0.446 0.075 1.679  0.0630
H: -0.974 1.102 1.753  0.1077
O: -0.214 -2.376 -1.269  -0.0202
H: -0.772 -1.637 -0.994  0.0164
H: -0.402 -2.481 -2.211  0.0771
O: -0.676 -3.078 1.495  -0.0310
H: -0.759 -2.742 0.591  -0.0065
H: -1.270 -2.540 2.032  0.0540
O: 1.420 -1.809 3.084  -0.0435
H: 1.367 -0.861 2.954  -0.0066
H: 0.960 -2.213 2.328  0.0012

---

Entry 4:
Entry from the Open Molecules 2025 dataset: CH19CdO12 as an isolated structure in a non-equilibrium geometry (ωB97M-V with the def2-TZVPD basis set).

HOMO: -13.627 eV
max |F|: 0.0643 hartree/bohr
net charge: +1
E_LUMO: -6.29 eV

Last column: Löwdin charge in e.
Geometry (Å):
Cd: -2.272 1.321 -0.227  1.5637
C: -0.793 -1.002 0.126  -0.6763
O: -1.431 -0.284 0.899  -0.1108
O: 0.000 -2.024 0.622  0.1078
O: -0.721 -0.605 -1.073  -0.0893
H: -0.346 -2.292 1.487  0.1386
O: 1.615 0.770 -0.885  -0.0203
H: 2.181 1.384 -1.381  0.0959
H: 0.988 0.483 -1.539  0.0129
O: -0.317 2.253 0.552  -0.1191
H: -0.193 3.128 0.123  0.0845
H: 0.408 1.674 0.211  0.0249
O: -0.982 1.900 -2.205  -0.0170
H: -1.486 1.680 -2.950  0.0481
H: -0.648 2.732 -2.403  0.0475
O: -0.731 -0.955 3.269  -0.0552
H: 0.185 -0.662 3.299  0.0073
H: -1.002 -0.649 2.404  -0.0622
O: -0.943 -1.058 -3.674  -0.0507
H: -1.373 -0.850 -2.852  -0.0272
H: -0.275 -1.647 -3.352  -0.0171
O: -2.760 2.085 1.919  -0.0618
H: -2.381 2.897 2.174  0.0443
H: -2.673 1.481 2.677  0.0948
O: 1.083 -2.435 -2.188  0.0004
H: 1.668 -1.743 -1.958  0.0068
H: 0.455 -2.414 -1.467  0.0188
O: 1.576 0.253 2.327  -0.0209
H: 2.167 0.105 3.063  0.0731
H: 1.767 -0.368 1.657  -0.0364
O: 2.641 -1.769 0.817  -0.0135
H: 1.739 -1.721 0.668  -0.0675
H: 2.854 -1.667 -0.142  0.0757

---

Entry 5:
Entry from the Open Molecules 2025 dataset: CH19MnO12 as an isolated structure in a non-equilibrium geometry (ωB97M-V with the def2-TZVPD basis set).

HOMO (alpha / beta): -16.800 / -16.277 eV
max |F|: 0.1437 hartree/bohr
spin multiplicity: 7
net charge: +2
E_LUMO (alpha / beta): -9.46 / -13.47 eV

Last column: Löwdin charge in e.
Geometry (Å):
O: -1.994 -0.335 -3.637  0.3700
H: -2.574 -1.085 -3.487  0.1936
H: -1.640 -0.040 -2.795  0.0860
H: -2.461 0.382 -4.072  0.1865
Mn: -0.664 2.766 -0.960  1.3807
C: -0.325 0.217 -0.427  -0.9988
O: -0.994 0.706 -1.353  -0.1049
O: 0.187 1.114 0.251  -0.0955
O: -0.129 -0.967 -0.267  0.0304
O: -2.440 2.544 0.266  -0.0119
H: -3.083 1.846 0.145  0.1033
H: -2.323 2.602 1.214  0.1027
O: 2.236 -0.167 1.697  -0.0183
H: 1.398 -0.052 1.249  -0.0143
H: 2.388 -1.112 1.685  0.0812
O: 0.253 1.511 3.126  0.0478
H: 0.143 1.301 2.199  -0.0231
H: 0.971 0.948 3.416  0.0551
O: 2.320 0.628 -2.031  0.0471
H: 1.407 0.341 -2.045  0.0088
H: 2.649 0.340 -1.179  0.0381
O: 3.036 2.425 1.063  0.1736
H: 2.103 2.625 1.141  0.0442
H: 3.081 1.470 1.102  0.0356
O: -1.440 -1.433 2.544  0.0473
H: -0.738 -1.230 3.162  0.0505
H: -1.037 -1.333 1.681  -0.0072
O: -2.150 -3.160 -0.164  -0.0202
H: -1.610 -3.939 -0.028  0.0540
H: -1.556 -2.426 -0.007  -0.0296
O: 2.009 -2.291 -1.040  0.1159
H: 1.366 -1.780 -0.548  -0.0081
H: 1.610 -2.414 -1.901  0.0794

---

Entry 6:
Entry from the Open Molecules 2025 dataset: CH20F3Na2O13S as an isolated structure in a non-equilibrium geometry (ωB97M-V with the def2-TZVPD basis set).

HOMO: -12.546 eV
max |F|: 0.0631 hartree/bohr
net charge: +1
E_LUMO: -4.46 eV

Last column: Löwdin charge in e.
Geometry (Å):
Na: -3.194 -2.721 0.741  0.8383
Na: 1.067 4.181 -0.497  0.8604
C: 0.123 -0.464 1.318  -0.5818
F: -0.757 -1.483 1.341  0.1351
F: -0.211 0.370 2.269  0.1574
F: 1.362 -0.925 1.521  0.1357
S: 0.045 0.680 -0.265  0.6873
O: 0.662 1.981 0.094  -0.3808
O: 0.755 0.060 -1.406  -0.3234
O: -1.412 0.826 -0.521  -0.3440
O: 2.273 0.326 -3.555  -0.0483
H: 1.650 0.734 -4.157  0.0350
H: 1.751 0.105 -2.783  -0.0509
O: 3.745 -0.585 2.400  -0.0538
H: 4.126 -1.457 2.497  0.0373
H: 3.413 -0.566 1.503  -0.0269
O: 1.799 2.400 2.672  -0.0373
H: 1.182 2.498 1.946  -0.0347
H: 1.262 2.094 3.403  0.0385
O: 3.472 0.314 -0.312  -0.0219
H: 2.985 -0.076 -1.038  0.0223
H: 3.158 1.217 -0.269  0.0334
O: 1.875 -3.553 2.805  -0.0339
H: 1.736 -2.744 2.312  -0.0144
H: 1.397 -4.220 2.311  0.0315
O: -3.682 -0.756 -0.724  -0.0473
H: -4.253 -0.085 -0.352  0.0646
H: -2.833 -0.324 -0.817  -0.0138
O: -2.618 0.073 -3.814  -0.0484
H: -2.585 0.724 -3.114  -0.0309
H: -3.320 0.375 -4.390  0.0558
O: -2.416 2.303 -2.506  -0.0328
H: -1.979 3.144 -2.644  0.0606
H: -2.375 2.164 -1.560  0.0160
O: -2.096 -1.119 4.782  -0.0487
H: -2.265 -0.390 4.185  0.0134
H: -2.014 -0.710 5.644  0.0420
O: -0.463 -1.746 -3.235  -0.0475
H: -0.129 -1.443 -2.391  -0.0235
H: -1.238 -1.207 -3.394  -0.0195

---

Entry 7:
Entry from the Open Molecules 2025 dataset: a 11-piece molecular cluster, CH23O11 overall in a non-equilibrium geometry (ωB97M-V with the def2-TZVPD basis set).

HOMO: -5.239 eV
max |F|: 0.1648 hartree/bohr
net charge: -1
E_LUMO: 2.88 eV

Last column: Löwdin charge in e.
Geometry (Å):
C: 0.099 0.518 0.876  -0.2523
O: -0.231 0.276 -0.421  -0.4035
H: 0.408 -0.362 1.342  0.0573
H: -0.761 0.414 1.298  0.0101
H: 0.657 1.422 1.019  0.0836
O: -3.624 1.017 2.753  -0.0472
H: -4.421 0.472 2.863  0.0379
H: -3.195 0.597 2.053  -0.0445
O: -2.854 0.723 -0.257  -0.0855
H: -3.293 -0.092 -0.480  0.0054
H: -1.931 0.371 -0.190  -0.0122
O: 2.263 -1.993 -1.010  -0.0843
H: 2.777 -2.782 -0.585  0.0974
H: 1.477 -1.797 -0.525  -0.0454
O: 3.238 1.034 0.154  0.0019
H: 2.424 1.022 -0.334  0.0148
H: 3.784 0.357 0.318  -0.0409
O: 0.295 -0.578 -2.969  -0.0135
H: 0.237 -0.303 -2.023  0.0127
H: 0.407 -1.396 -3.199  -0.0637
O: -0.200 -2.492 0.158  -0.0939
H: -0.286 -1.486 0.193  0.0380
H: -0.123 -2.784 -0.762  0.0552
O: -2.258 -1.425 -2.277  -0.1350
H: -1.392 -0.920 -2.262  -0.0006
H: -2.777 -0.741 -2.836  0.0850
O: 1.370 -3.043 2.402  -0.0431
H: 1.024 -2.903 1.565  -0.0747
H: 1.457 -3.993 2.253  0.0362
O: 1.768 4.400 2.275  -0.1147
H: 1.202 4.002 1.567  0.0360
H: 2.177 5.008 1.569  0.0686
O: 0.409 2.627 -1.539  -0.0107
H: -0.355 2.958 -1.927  -0.0009
H: 0.234 1.875 -1.048  -0.0735

---

Entry 8:
Entry from the Open Molecules 2025 dataset: CH26AgO16 as an isolated structure in a non-equilibrium geometry (ωB97M-V with the def2-TZVPD basis set).

HOMO: -5.990 eV
max |F|: 0.0811 hartree/bohr
net charge: -1
E_LUMO: 1.93 eV

Last column: Löwdin charge in e.
Geometry (Å):
Ag: -1.148 0.863 -1.912  0.8341
C: 0.241 0.353 0.423  -0.6359
O: -0.695 0.175 1.434  -0.1944
O: 0.846 1.439 0.304  -0.0816
O: 0.245 -0.542 -0.574  -0.1907
O: 2.351 3.069 -1.081  -0.0962
H: 1.580 2.483 -0.931  -0.0163
H: 3.163 2.503 -1.076  0.0646
O: 2.223 -2.354 0.029  -0.0513
H: 2.814 -2.322 -0.711  0.0216
H: 1.519 -1.690 0.016  -0.0141
O: 0.549 1.733 3.349  -0.0300
H: 0.489 1.089 4.026  0.0314
H: 0.166 1.245 2.631  -0.0145
O: -3.057 -0.991 1.636  -0.0779
H: -2.244 -0.435 1.631  -0.0105
H: -3.647 -0.416 2.118  0.0228
O: -0.977 -2.780 -0.199  -0.0334
H: -0.519 -1.943 -0.179  -0.0286
H: -0.926 -3.034 0.696  0.0461
O: 2.084 0.347 -2.193  -0.0689
H: 1.437 0.147 -1.504  -0.0472
H: 1.883 1.254 -2.433  0.0041
O: -2.348 1.774 0.078  -0.0483
H: -1.739 1.355 0.638  -0.0467
H: -3.018 1.085 -0.121  0.0483
O: -0.644 -0.633 -3.477  -0.0993
H: -0.103 -1.396 -3.313  -0.0117
H: -1.483 -1.095 -3.400  0.0208
O: -2.675 -1.118 -1.739  -0.0812
H: -2.084 -1.776 -1.351  0.0096
H: -3.476 -1.639 -1.676  0.0660
O: 0.233 3.852 0.946  -0.0772
H: -0.463 4.222 0.377  0.0311
H: 0.324 2.897 0.716  -0.0266
O: 0.429 -2.866 -2.557  -0.0478
H: 1.081 -3.587 -2.419  0.0846
H: 0.010 -2.936 -1.710  -0.0187
O: 0.631 -1.478 2.762  -0.0602
H: -0.077 -2.112 2.949  0.0327
H: 0.231 -0.885 2.103  -0.0504
O: 2.704 2.036 1.935  -0.0907
H: 2.027 2.314 2.529  -0.0374
H: 2.061 1.793 1.230  -0.0299

---

Question: Look up the net charge of the seventh one.
Answer: -1